The following is a quantum chemistry calculation of an isolated molecule of C7H9N3, from the OMol25 dataset.

## Properties
LUMO: 0.422 eV
SMILES string: CC(C)c1[nH]cnc1C#N
Kohn-Sham gap: 8.603 eV

Last columns: bonded neighbours and bond lengths (Å).
Geometry (Å):
1 C 2.84416 1.42224 0.06550  C3 1.366, N8 1.153
2 C 2.71778 -2.04666 -0.04137  N9 1.281, N10 1.341, H11 1.028
3 C 2.71271 0.06836 -0.05830  C1 1.366, C4 1.761, N9 1.325
4 C 1.05300 -0.51248 -0.14699  C3 1.761, C7 1.474, N10 1.363
5 C -0.28919 1.35237 -1.02376  C7 1.542, H12 0.985, H13 1.049, H14 1.114
6 C -0.92751 0.39852 1.26752  C7 1.565, H15 1.142, H16 1.002, H17 1.130
7 C -0.28914 0.09576 -0.12937  C4 1.474, C5 1.542, C6 1.565, H18 1.126
8 N 2.94746 2.56410 0.18910  C1 1.153
9 N 3.46476 -1.01343 0.07916  C2 1.281, C3 1.325
10 N 1.41206 -1.82366 -0.24805  C2 1.341, C4 1.363, H19 1.005
11 H 3.02432 -3.02114 0.07454  C2 1.028
12 H -0.93595 1.97177 -0.61385  C5 0.985
13 H -0.40889 1.00979 -2.00779  C5 1.049
14 H 0.67468 1.89278 -0.87946  C5 1.114
15 H -0.03344 0.61649 1.94342  C6 1.142
16 H -1.47230 -0.37197 1.60593  C6 1.002
17 H -1.60883 1.30038 1.25106  C6 1.130
18 H -1.06747 -0.49038 -0.69330  C7 1.126
19 H 0.87155 -2.66990 -0.20345  N10 1.005


The following is a quantum chemistry calculation of a cluster of 2 separate species, C7H9N3O in total, from the OMol25 dataset.

## Properties
LUMO: -0.410 eV
Kohn-Sham gap: 8.759 eV

Last columns: bonded neighbours and bond lengths (Å).
Geometry (Å):
1 C 1.94467 1.56825 0.27910  C7 1.440, N8 1.152
2 C 1.44029 -2.27530 2.64500  C3 1.448, N9 1.355, H12 1.020
3 C 1.66306 -1.92558 1.25777  C2 1.448, N10 1.345, H13 1.104
4 C 1.45730 -0.13902 2.53839  N9 1.298, N10 1.364, H14 1.036
5 C -1.66915 1.22062 0.53917  C6 1.486, H15 1.165, H16 1.135, H17 1.102
6 C -1.06947 0.00479 -0.06997  C5 1.486, O11 1.490, H18 1.146, H19 1.085
7 C 1.44844 0.23138 0.07651  C1 1.440, N10 1.443, O11 1.381
8 N 2.36274 2.63930 0.34799  C1 1.152
9 N 1.34911 -1.13228 3.36686  C2 1.355, C4 1.298
10 N 1.61422 -0.58117 1.25725  C3 1.345, C4 1.364, C7 1.443
11 O 0.28536 0.17306 -0.66599  C6 1.490, C7 1.381
12 H 1.26701 -3.18281 3.07649  C2 1.020
13 H 1.84915 -2.35021 0.25586  C3 1.104
14 H 1.13536 0.75864 2.94349  C4 1.036
15 H -1.46343 2.03753 -0.26622  C5 1.165
16 H -2.75045 1.06098 0.84421  C5 1.135
17 H -1.06044 1.39231 1.44133  C5 1.102
18 H -1.69999 -0.33956 -0.96294  C6 1.146
19 H -1.02389 -0.87517 0.56352  C6 1.085
20 H 2.75578 -0.09691 -0.94685  no bonds


The following is a quantum chemistry calculation of an isolated molecule of C7H9N3O3, from the OMol25 dataset.

## Properties
LUMO (spin up / spin down): -0.419 / -2.734 eV
Kohn-Sham gap (spin up / spin down): 5.705 / 6.807 eV
expectation value of S²: 2.020
spin multiplicity: 3

Last columns: bonded neighbours and bond lengths (Å).
Geometry (Å):
1 C 1.07169 1.61075 1.12622  C2 1.366, N8 1.342, H14 1.080
2 C 0.42558 1.52778 -0.07431  C1 1.366, N9 1.345, H15 1.083
3 C -0.07599 0.41616 -2.79888  C6 1.492, C7 1.500, O11 1.212
4 C 0.23737 -1.34299 3.12477  C5 1.487, N10 1.353, O12 1.216
5 C 0.68000 -0.52465 1.96511  C4 1.487, N8 1.273, H16 1.089
6 C -0.66463 -0.01350 -1.49697  C3 1.492, N9 1.280, O13 1.343
7 C -0.58969 -0.31184 -4.00542  C3 1.500, H17 1.089, H18 1.092, H19 1.087
8 N 0.92926 0.71509 2.11537  C1 1.342, C5 1.273
9 N -0.35446 0.46863 -0.35303  C2 1.345, C6 1.280
10 N 0.05590 -0.62256 4.25600  C4 1.353, H20 1.006, H21 1.006
11 O 0.75869 1.29471 -2.83794  C3 1.212
12 O 0.03615 -2.53881 3.03906  C4 1.216
13 O -1.56357 -1.00997 -1.55717  C6 1.343, H22 0.968
14 H 1.63600 2.49486 1.38201  C1 1.080
15 H 0.45347 2.37409 -0.74996  C2 1.083
16 H 0.80855 -1.06322 1.02711  C5 1.089
17 H -1.67582 -0.38551 -3.97400  C7 1.089
18 H -0.19177 -1.32826 -3.98790  C7 1.092
19 H -0.26136 0.19118 -4.91175  C7 1.087
20 H 0.32864 0.34583 4.25549  N10 1.006
21 H -0.16710 -1.08770 5.11935  N10 1.006
22 H -1.87687 -1.21007 -0.66317  O13 0.968


The following is a quantum chemistry calculation of a cluster of 2 separate species, C7H9N3O4S in total, from the OMol25 dataset.

## Properties
LUMO: -0.338 eV
Kohn-Sham gap: 8.680 eV

Last columns: bonded neighbours and bond lengths (Å).
Geometry (Å):
1 C 2.36797 0.39097 -0.43218  C3 1.392, N9 1.368, H16 1.154
2 C 2.14154 0.27046 1.79408  N8 1.307, N9 1.388, H17 1.161
3 C 3.47932 -0.19772 0.16512  C1 1.392, N8 1.356, N10 1.416
4 C -0.75770 -0.60566 -0.49857  O11 1.178, O14 1.263
5 C -0.57101 1.25481 1.74385  C7 1.457, H18 1.078, H19 1.123, H20 1.073
6 C -0.22314 -2.67752 -1.28415  O14 1.443, H21 1.147, H22 1.101, H23 1.164
7 C 0.19887 1.04338 0.52472  C5 1.457, N9 1.379, S15 1.904
8 N 3.31738 -0.22584 1.51094  C2 1.307, C3 1.356
9 N 1.50141 0.59677 0.60676  C1 1.368, C2 1.388, C7 1.379
10 N 4.61038 -0.66124 -0.54931  C3 1.416, O12 1.222, O13 1.214
11 O -1.87246 -0.47012 -0.85592  C4 1.178
12 O 4.47434 -0.65088 -1.76396  N10 1.222
13 O 5.67773 -0.94803 -0.04626  N10 1.214
14 O 0.17279 -1.44789 -0.64178  C4 1.263, C6 1.443
15 S 0.06511 2.52238 -0.66677  C7 1.904, H24 1.395
16 H 2.21990 0.87193 -1.47022  C1 1.154
17 H 1.70551 0.20649 2.86810  C2 1.161
18 H -0.10463 1.95796 2.41503  C5 1.078
19 H -0.70602 0.29359 2.30780  C5 1.123
20 H -1.58646 1.55628 1.57477  C5 1.073
21 H 0.71617 -2.85449 -1.91836  C6 1.147
22 H -1.14232 -2.66992 -1.88976  C6 1.101
23 H -0.48814 -3.38707 -0.39986  C6 1.164
24 H -0.54911 1.76052 -1.66023  S15 1.395


The following is a quantum chemistry calculation of the ion C7H9N4 with charge +1, from the OMol25 dataset.

## Properties
LUMO: -3.831 eV
Kohn-Sham gap: 8.227 eV
total charge: +1

Last columns: bonded neighbours and bond lengths (Å).
Geometry (Å):
1 C -0.90962 -1.96702 1.17921  C2 1.385, N10 1.376, H12 1.165
2 C -0.22527 -2.10860 -0.01616  C1 1.385, N9 1.357, N11 1.419
3 C -0.49364 0.06766 0.51538  N9 1.370, N10 1.314
4 C 1.07335 0.81753 -1.96505  C5 1.397, N8 1.395, H13 1.064
5 C 0.60459 -0.44629 -1.59651  C4 1.397, N9 1.394, H14 1.074
6 C 0.48683 2.36646 -0.18287  C7 1.357, N8 1.162
7 C 0.22825 3.15653 0.88987  C6 1.357, H15 1.022, H16 1.101, H17 1.153
8 N 0.83667 1.97222 -1.21867  C4 1.395, C6 1.162
9 N -0.01512 -0.82595 -0.40690  C2 1.357, C3 1.370, C5 1.394
10 N -1.11192 -0.63093 1.44064  C1 1.376, C3 1.314, H18 1.009
11 N 0.28647 -3.29334 -0.60498  C2 1.419, H19 1.038, H20 0.995
12 H -1.46403 -2.84451 1.70744  C1 1.165
13 H 1.45579 1.06844 -2.92528  C4 1.064
14 H 0.99386 -1.19158 -2.26546  C5 1.074
15 H 0.93167 2.95364 1.60354  C7 1.022
16 H -0.81398 2.93174 1.16285  C7 1.101
17 H 0.23088 4.29817 0.72838  C7 1.153
18 H -1.71225 -0.26948 2.16718  N10 1.009
19 H 0.17998 -4.16168 -0.04685  N11 1.038
20 H -0.19246 -3.50125 -1.45157  N11 0.995


The following is a quantum chemistry calculation of the ion C7H9N4 with charge +1, from the OMol25 dataset.

## Properties
LUMO: -4.095 eV
SMILES string: C=C=C/C=N\n1cn[n+](C)c1
Kohn-Sham gap: 9.743 eV
total charge: +1

Last columns: bonded neighbours and bond lengths (Å).
Geometry (Å):
1 C -0.33303 -0.71763 1.44861  N8 1.290, N10 1.376, H12 1.064
2 C -0.85844 -0.75139 -0.66128  N10 1.367, N11 1.381, H15 1.028
3 C 2.79119 -0.00855 -0.02708  C4 1.473, C5 1.325, H13 1.044
4 C 2.38668 -1.41220 -0.21281  C3 1.473, N9 1.305, H14 1.093
5 C 1.92808 0.98887 0.09699  C3 1.325, C6 1.251
6 C 1.31274 2.05361 -0.13022  C5 1.251, H16 1.136, H17 1.067
7 C -3.09833 0.36479 -0.41830  N11 1.455, H18 1.095, H19 1.071, H20 1.057
8 N -1.52981 -0.24465 1.35907  C1 1.290, N11 1.298
9 N 1.19864 -1.94773 -0.13566  C4 1.305, N10 1.398
10 N 0.11416 -1.13865 0.21763  C1 1.376, C2 1.367, N9 1.398
11 N -1.84239 -0.15464 0.10251  C2 1.381, C7 1.455, N8 1.298
12 H 0.08672 -0.98310 2.39004  C1 1.064
13 H 3.74370 0.34029 0.21886  C3 1.044
14 H 3.20110 -2.12178 -0.38106  C4 1.093
15 H -0.84387 -0.89139 -1.67953  C2 1.028
16 H 1.36361 2.32226 -1.23244  C6 1.136
17 H 0.76505 2.74192 0.47380  C6 1.067
18 H -3.79695 0.16273 0.39985  C7 1.095
19 H -3.06554 1.42990 -0.52772  C7 1.071
20 H -3.52331 -0.03265 -1.30124  C7 1.057


The following is a quantum chemistry calculation of the ion C7H9N4O2 with charge +1, from the OMol25 dataset.

## Properties
LUMO (spin up / spin down): -2.912 / -7.100 eV
Kohn-Sham gap (spin up / spin down): 6.894 / 6.470 eV
total charge: +1
expectation value of S²: 2.040
spin multiplicity: 3

Last columns: bonded neighbours and bond lengths (Å).
Geometry (Å):
1 C -2.72457 -1.68908 -1.04971  C2 1.398, C3 1.362, H14 1.126
2 C -1.50456 -1.81283 -1.72177  C1 1.398, C4 1.344, H15 1.101
3 C -2.83502 -0.87112 0.03337  C1 1.362, C5 1.377, H16 1.160
4 C -0.38873 -1.16735 -1.34174  C2 1.344, C6 1.376, H17 1.109
5 C -1.72390 -0.13829 0.38456  C3 1.377, C6 1.430, N8 1.357
6 C -0.45602 -0.33743 -0.24676  C4 1.376, C5 1.430, N10 1.330
7 C 2.13597 0.92531 0.35858  N10 1.795, N11 1.333, O12 1.290, O13 1.318
8 N -1.50246 0.68927 1.43687  C5 1.357, N9 1.284
9 N -0.25670 0.99873 1.43772  N8 1.284, N10 1.371, H18 1.024
10 N 0.44527 0.33316 0.46592  C6 1.330, C7 1.795, N9 1.371
11 N 2.38451 1.53069 1.52035  C7 1.333, H19 1.008, H20 1.000
12 O 2.59668 -0.26742 0.18407  C7 1.290, H21 0.982
13 O 2.20750 1.66371 -0.73094  C7 1.318, H22 1.024
14 H -3.52296 -2.35465 -1.48201  C1 1.126
15 H -1.62707 -2.33627 -2.68226  C2 1.101
16 H -3.87227 -0.79110 0.54589  C3 1.160
17 H 0.49329 -1.27472 -2.00534  C4 1.109
18 H 0.19914 1.43299 2.24592  N9 1.024
19 H 2.74466 0.99387 2.29435  N11 1.008
20 H 2.95809 2.34980 1.49747  N11 1.000
21 H 2.25547 -0.49859 -0.70715  O12 0.982
22 H 1.99368 2.62133 -0.43741  O13 1.024


The following is a quantum chemistry calculation of an isolated molecule of C7H9N5O, from the OMol25 dataset.

## Properties
LUMO: 0.530 eV
SMILES string: NCCn1cnc2[nH]cnc2c1=O
Kohn-Sham gap: 8.980 eV

Last columns: bonded neighbours and bond lengths (Å).
Geometry (Å):
1 C -3.11090 0.24636 0.56889  C2 1.564, H10 1.169, H11 1.182, N17 1.536
2 C -2.01643 0.69905 -0.45207  C1 1.564, H12 1.221, H13 0.984, N18 1.309
3 C -0.02380 1.69307 -0.04518  H14 1.072, N18 1.262, N19 1.356
4 C 1.95075 0.75112 0.07752  C6 1.411, N19 1.301, N20 1.431
5 C 3.23415 -1.01327 0.22954  H16 1.156, N20 1.313, N21 1.291
6 C 1.21752 -0.42844 -0.17393  C4 1.411, C7 1.394, N21 1.422
7 C -0.15864 -0.65034 -0.15638  C6 1.394, N18 1.433, O22 1.282
8 H -5.09950 -0.82638 0.69852  N17 1.027
9 H -3.84051 -1.62791 0.01795  N17 1.091
10 H -2.51934 -0.02253 1.54035  C1 1.169
11 H -3.83282 1.11885 0.90636  C1 1.182
12 H -2.20461 -0.24264 -1.20645  C2 1.221
13 H -2.28626 1.52454 -0.91538  C2 0.984
14 H -0.54049 2.58289 -0.34443  C3 1.072
15 H 4.19159 0.84529 0.42605  N20 1.090
16 H 4.13853 -1.72800 0.31771  C5 1.156
17 N -4.28190 -0.63397 0.10732  C1 1.536, H8 1.027, H9 1.091
18 N -0.73696 0.66048 -0.18023  C2 1.309, C3 1.262, C7 1.433
19 N 1.31629 1.88536 0.02807  C3 1.356, C4 1.301
20 N 3.30569 0.29238 0.11520  C4 1.431, C5 1.313, H15 1.090
21 N 2.06639 -1.54197 0.07398  C5 1.291, C6 1.422
22 O -0.78114 -1.75569 -0.34268  C7 1.282


The following is a quantum chemistry calculation of a cluster of 2 separate species, C7H9N5OS in total, from the OMol25 dataset.

## Properties
LUMO: -0.200 eV
Kohn-Sham gap: 7.771 eV

Last columns: bonded neighbours and bond lengths (Å).
Geometry (Å):
1 C 4.13720 -1.99908 1.30818  N8 1.316, N11 1.386, H15 1.014
2 C 3.46597 -0.13352 1.94209  N9 1.278, N11 1.358, H16 1.068
3 C -1.43865 -1.03407 2.18034  C4 1.365, S14 1.716, H17 1.021
4 C -1.69349 -0.46914 0.96446  C3 1.365, N12 1.329, O13 1.379
5 C 0.38491 -1.23132 0.64828  N12 1.338, S14 1.718
6 C 0.00123 1.40064 -1.28769  C7 1.484, H18 1.076, H19 1.116, H20 1.026
7 C -0.69014 0.08882 -1.23250  C6 1.484, N12 1.519, H21 1.134, H22 1.156
8 N 4.91924 -1.64286 2.30487  C1 1.316, N9 1.347
9 N 4.41658 -0.46710 2.72913  C2 1.278, N8 1.347
10 N 2.39830 -0.86169 -0.00380  N11 1.270
11 N 3.19313 -1.04167 0.97060  C1 1.386, C2 1.358, N10 1.270
12 N -0.65026 -0.54965 0.14563  C4 1.329, C5 1.338, C7 1.519
13 O -2.83579 0.18449 0.55120  C4 1.379, H23 0.898
14 S 0.11870 -1.74996 2.26385  C3 1.716, C5 1.718
15 H 4.34424 -2.82838 0.76256  C1 1.014
16 H 2.95973 0.80665 1.96371  C2 1.068
17 H -1.77797 -1.06237 3.14300  C3 1.021
18 H -0.07509 1.83616 -2.26878  C6 1.076
19 H -0.63507 2.02514 -0.61672  C6 1.116
20 H 0.97503 1.37200 -0.96659  C6 1.026
21 H -1.80993 0.12080 -1.40630  C7 1.134
22 H -0.33818 -0.84432 -1.81782  C7 1.156
23 H -3.55126 -0.10594 1.00926  O13 0.898


The following is a quantum chemistry calculation of an isolated molecule of C7H9NO, from the OMol25 dataset.

## Properties
LUMO (spin up / spin down): -0.462 / -0.468 eV
SMILES string: [H]/N=C1/C[C@@H]1[C@@](C)(O)C#C
Kohn-Sham gap (spin up / spin down): 6.983 / 7.543 eV

Last columns: bonded neighbours and bond lengths (Å).
Geometry (Å):
1 C -0.92146 0.38338 1.51065  C4 1.496, C5 1.475, H12 1.083, H13 1.083
2 C 1.87174 0.73129 0.11919  C3 1.516, H15 1.092, H16 1.095, H17 1.093
3 C 0.81668 -0.29667 -0.23952  C2 1.516, C5 1.490, O6 1.399, C8 1.610
4 C -1.51839 -0.22187 0.27984  C1 1.496, C5 1.530, N7 1.295
5 C -0.16064 -0.67480 0.81994  C1 1.475, C3 1.490, C4 1.530, H14 1.082
6 O 1.44000 -1.40807 -0.81758  C3 1.399, H10 0.970
7 N -2.54297 -1.01342 0.24144  C4 1.295, H11 1.025
8 C -0.21792 0.32997 -1.30280  C3 1.610, C9 1.212
9 C -0.47476 0.88770 -2.34797  C8 1.212, H18 1.065
10 H 1.36103 -2.16739 -0.21851  O6 0.970
11 H -3.20441 -0.66981 -0.46153  N7 1.025
12 H -0.63436 1.42563 1.45251  C1 1.083
13 H -1.41775 0.09606 2.42964  C1 1.083
14 H -0.11854 -1.69032 1.19080  C5 1.082
15 H 1.43890 1.70514 0.35770  C2 1.092
16 H 2.43569 0.38904 0.99311  C2 1.095
17 H 2.56389 0.87831 -0.71436  C2 1.093
18 H -0.71672 1.31584 -3.29255  C9 1.065


Computed values of E_tot (unit: eV) for the preceding records, in sequence: -11872.1362 -13918.1532 -18014.5397 -30894.4294 -13355.2498 -13354.5732 -17448.6696 -16899.6845 -27731.0444 -10935.4431.
Computed values of energy relative to the best compared isomer or geometry (same formula, charge and spin) (unit: kcal per mole) for the preceding records, in sequence: 77.3 102.2 0.0 60.9 88.3 103.9 0.0 92.7 123.0 170.0.
Computed values of F_max (unit: eV Å⁻¹) for the preceding records, in sequence: 7.5 4.7 5.5 5.9 5.0 5.3 5.4 10.3 4.9 2.6.